*a*
The following is a DFT calculation (ωB97M-V/def2-TZVPD) of 2 unconnected molecules or ions with the total composition CH4Cl2PS.

Structure (XYZ):
```
9
Properties=species:S:1:pos:R:3:nbo_charge:R:1
C -0.566 -0.299 0.937 -0.876
P -1.471 0.544 -0.500 0.995
S -0.703 -0.536 -2.100 -0.020
Cl -0.924 2.437 -0.643 -0.097
Cl -4.755 -0.948 0.961 0.013
H 0.574 -0.176 0.693 0.285
H -0.893 -1.367 0.657 0.270
H -0.675 0.047 1.866 0.261
H -1.233 0.436 -2.816 0.170
```

## Properties
highest occupied orbital energy (alpha / beta): -15.6736 / -14.7906 eV
HOMO-LUMO gap (alpha / beta): 7.5 / 7.5 eV
charge: +1
molecular weight: 149.99 g mol⁻¹



*b*
The following is a DFT calculation (ωB97M-V/def2-TZVPD) of 2 unconnected molecules or ions with the total composition CH4Cl2PS.

Structure (XYZ):
```
9
Properties=species:S:1:pos:R:3:nbo_charge:R:1
C 0.319 0.009 1.419 -1.126
P -0.084 1.669 0.792 1.225
S -0.876 -0.680 -2.085 -0.006
Cl 1.669 2.469 1.085 -0.080
Cl -0.308 -1.056 -3.994 -0.088
H -0.620 -0.156 2.094 0.297
H 1.223 0.110 2.155 0.301
H 0.458 -0.847 0.590 0.354
H -1.781 -1.518 -2.055 0.123
```

## Properties
highest occupied orbital energy: -12.9269 eV
HOMO-LUMO gap: 4.9 eV
charge: +1
molecular weight: 149.99 g mol⁻¹



Most stable: *b*



*a*
The following is a DFT calculation (ωB97M-V/def2-TZVPD) of a gas-phase ion, C5H11N2O2 (charge +1).

Structure (XYZ):
```
20
Properties=species:S:1:pos:R:3:nbo_charge:R:1
C -1.962 -0.467 -0.005 0.586
C -0.965 -1.630 0.022 -0.331
C 0.632 0.208 0.061 0.377
C 1.574 0.906 0.991 -0.673
C 0.813 0.509 -1.411 -0.675
N -1.335 0.623 0.327 -0.155
N 0.363 -1.182 0.417 -0.551
O -3.147 -0.611 -0.100 -0.511
O -1.674 1.811 -0.175 -0.489
H -1.309 -2.362 0.711 0.263
H -0.993 -1.971 -1.035 0.261
H 1.161 1.033 1.968 0.252
H 1.744 1.827 0.739 0.249
H 2.543 0.324 0.872 0.246
H 1.266 1.478 -1.580 0.273
H -0.107 0.376 -1.871 0.248
H 1.499 -0.303 -1.821 0.225
H 0.530 -1.334 1.444 0.463
H 1.068 -1.639 -0.163 0.449
H -1.703 2.404 0.609 0.493
```

## Properties
highest occupied orbital energy: -13.5779 eV
HOMO-LUMO gap: 9.5 eV
charge: +1
molecular weight: 131.16 g mol⁻¹



*b*
The following is a DFT calculation (ωB97M-V/def2-TZVPD) of a molecular structure, C5H11N2O2.

Structure (XYZ):
```
20
Properties=species:S:1:pos:R:3:nbo_charge:R:1
C 1.119 0.329 0.490 0.385
C 1.633 -1.565 0.010 -0.266
C 1.117 -0.341 -0.687 0.143
C -1.877 0.565 -1.131 -0.745
C -1.603 0.128 0.275 0.277
N 1.528 -0.768 1.247 -0.630
N -1.605 0.927 1.267 -0.640
O 0.862 1.556 0.887 -0.683
O 0.841 -0.021 -2.003 -0.660
H 1.020 -2.549 -0.053 0.206
H 2.593 -2.023 -0.252 0.235
H -2.702 -0.085 -1.498 0.265
H -0.886 0.305 -1.767 0.325
H -2.176 1.683 -1.222 0.242
H -1.246 -0.900 0.222 0.241
H 2.247 -0.766 1.884 0.390
H -1.356 0.479 2.163 0.432
H -2.191 1.776 1.321 0.447
H 1.642 2.019 1.440 0.526
H 1.039 -0.748 -2.594 0.511
```

## Properties
highest occupied orbital energy: -11.5759 eV
HOMO-LUMO gap: 7.9 eV
charge: +1
molecular weight: 131.16 g mol⁻¹



Most stable: *b*



*a*
The following is a DFT calculation (ωB97M-V/def2-TZVPD) of 11 unconnected molecules or ions with the total composition C2H24O10.

Structure (XYZ):
```
36
Properties=species:S:1:pos:R:3:nbo_charge:R:1
C -0.986 -2.704 0.993 -0.380
C -0.283 -2.036 1.923 -0.365
H -1.540 -3.550 1.302 0.185
H -0.987 -2.591 -0.070 0.179
H -0.397 -2.183 3.017 0.190
H 0.131 -1.136 1.831 0.183
O 0.966 2.337 2.234 -1.031
H 1.776 2.068 1.836 0.515
H 0.494 2.977 1.563 0.490
O -1.452 -2.645 -2.634 -0.969
H -0.534 -2.529 -2.856 0.508
H -1.662 -3.092 -1.847 0.482
O 1.241 0.777 -2.486 -1.009
H 1.701 0.990 -3.294 0.484
H 0.241 0.817 -2.487 0.512
O 1.167 -1.826 -2.134 -0.981
H 0.447 -1.136 -2.292 0.489
H 1.657 -1.526 -1.409 0.483
O -2.220 0.844 0.491 -1.011
H -2.164 1.132 1.448 0.520
H -2.905 1.446 0.072 0.475
O 2.547 -1.555 1.241 -0.964
H 3.426 -1.283 1.109 0.484
H 2.334 -2.423 0.860 0.485
O -0.216 2.594 -0.009 -0.987
H -0.989 3.074 -0.321 0.479
H -0.503 1.798 0.527 0.518
O -1.370 -0.027 -2.030 -0.980
H -1.765 0.337 -1.291 0.490
H -1.567 -0.907 -2.077 0.489
O 2.028 1.302 0.131 -0.985
H 1.737 1.959 -0.581 0.514
H 1.292 0.546 0.191 0.481
O -1.527 1.951 2.851 -0.962
H -0.759 2.466 2.675 0.501
H -1.163 1.177 3.360 0.490
```

## Properties
highest occupied orbital energy: -10.2409 eV
HOMO-LUMO gap: 10.4 eV
SMILES: C=C.O.O.O.O.O.O.O.O.O.O
molecular weight: 208.20 g mol⁻¹



*b*
The following is a DFT calculation (ωB97M-V/def2-TZVPD) of a molecular structure, C2H24O10.

Structure (XYZ):
```
36
Properties=species:S:1:pos:R:3:nbo_charge:R:1
C -33.150 28.816 1.256 -0.651
C -32.277 28.891 0.019 -0.169
O -31.129 29.567 0.459 -0.731
H -32.696 28.199 2.032 0.204
H -34.099 28.303 1.101 0.211
H -33.483 29.804 1.572 0.262
H -32.832 29.530 -0.668 0.234
H -32.177 27.873 -0.358 0.187
H -30.646 28.872 0.912 0.517
O -32.868 29.294 -2.347 -0.881
H -33.234 28.477 -2.006 0.515
H -33.414 29.980 -1.964 0.489
O -30.633 28.584 -2.554 -0.940
H -30.346 28.679 -1.646 0.458
H -30.016 29.115 -3.057 0.485
O -32.122 29.120 -4.295 -0.992
H -31.199 28.895 -4.181 0.445
H -32.497 29.047 -3.417 0.437
O -30.302 31.861 -3.052 -0.931
H -31.091 31.443 -2.707 0.464
H -29.580 31.344 -2.694 0.444
O -31.854 33.331 -1.309 -0.915
H -32.083 32.421 -1.120 0.453
H -32.694 33.764 -1.463 0.441
O -29.827 31.536 -0.052 -0.951
H -29.699 30.626 0.215 0.428
H -30.455 31.489 -0.773 0.480
O -31.451 30.716 -1.424 -1.029
H -32.050 30.341 -2.070 0.492
H -31.245 29.989 -0.837 0.504
O -33.653 31.372 -1.543 -0.929
H -33.991 31.332 -2.437 0.510
H -34.323 31.852 -1.055 0.535
O -32.590 31.485 0.423 -0.989
H -32.668 31.413 -0.528 0.440
H -31.893 30.870 0.654 0.474
```

## Properties
highest occupied orbital energy: -9.5914 eV
HOMO-LUMO gap: 9.1 eV
molecular weight: 208.20 g mol⁻¹



Most stable: *a*



*a*
The following is a DFT calculation (ωB97M-V/def2-TZVPD) of a single C3H4N2OS molecule.

Structure (XYZ):
```
11
Properties=species:S:1:pos:R:3:nbo_charge:R:1
O 2.478 -1.198 -0.025 -0.603
C 1.470 -0.584 -0.148 0.753
N 1.170 0.775 -0.053 -0.632
C -0.217 0.973 0.055 -0.115
C -0.793 -0.170 0.115 -0.048
S -2.454 -0.686 -0.018 0.037
N 0.198 -1.111 0.109 -0.593
H 1.693 1.580 0.506 0.429
H -0.451 2.106 -0.281 0.226
H -3.128 0.366 -0.319 0.138
H 0.033 -2.050 0.058 0.407
```

## Properties
highest occupied orbital energy: -8.2135 eV
HOMO-LUMO gap: 8.8 eV
SMILES: O=c1[nH]cc(S)[nH]1
molecular weight: 116.14 g mol⁻¹



*b*
The following is a DFT calculation (ωB97M-V/def2-TZVPD) of a single C3H4N2OS molecule.

Structure (XYZ):
```
11
Properties=species:S:1:pos:R:3:nbo_charge:R:1
N -0.656 1.494 -0.313 -0.741
C -1.115 0.247 -0.148 0.016
S -2.714 -0.074 0.242 -0.119
C -0.262 -0.916 -0.113 -0.121
C 1.127 -1.161 0.044 -0.140
N 1.934 -0.192 0.490 0.107
O 1.780 0.977 0.258 -0.323
H 0.430 1.509 -0.431 0.421
H -1.236 2.266 -0.238 0.411
H -0.785 -1.959 -0.099 0.257
H 1.497 -2.192 0.309 0.233
```

## Properties
highest occupied orbital energy (alpha / beta): -8.5946 / -8.6101 eV
HOMO-LUMO gap (alpha / beta): 6.5 / 6.6 eV
SMILES: NC(=S)/C=C\N=O
molecular weight: 116.14 g mol⁻¹



Most stable: *a*



*a*
The following is a DFT calculation (ωB97M-V/def2-TZVPD) of a single C3H4N2OS molecule.

Structure (XYZ):
```
11
Properties=species:S:1:pos:R:3:nbo_charge:R:1
C 1.177 -0.720 0.313 -0.097
C 2.568 -0.675 0.141 -0.544
C -0.843 0.718 0.483 0.423
N 0.271 0.234 0.273 -0.363
N -1.851 1.388 -0.049 -0.806
O 5.040 0.170 -0.136 -0.894
S 3.622 0.617 0.035 1.029
H 0.774 -1.675 0.634 0.198
H 3.209 -1.630 0.338 0.256
H -2.661 1.791 0.476 0.412
H -2.095 1.533 -1.079 0.385
```

## Properties
highest occupied orbital energy (alpha / beta): -7.3104 / -7.4555 eV
HOMO-LUMO gap (alpha / beta): 6.7 / 6.9 eV
molecular weight: 116.14 g mol⁻¹



*b*
The following is a DFT calculation (ωB97M-V/def2-TZVPD) of a single C3H4N2OS molecule.

Structure (XYZ):
```
11
Properties=species:S:1:pos:R:3:nbo_charge:R:1
O -2.342 -0.682 -0.092 -0.627
C -1.193 -0.166 -0.011 0.431
C 0.010 -0.913 -0.077 -0.428
C 0.940 0.182 -0.004 0.054
S 2.739 -0.113 -0.048 0.034
N 0.275 1.371 -0.182 -0.353
N -1.023 1.184 -0.053 -0.379
H -2.835 0.085 0.437 0.496
H 0.418 -1.896 -0.392 0.247
H 2.391 -1.306 0.226 0.123
H 0.621 2.254 0.196 0.403
```

## Properties
highest occupied orbital energy: -8.4061 eV
HOMO-LUMO gap: 9.2 eV
SMILES: Oc1cc(S)[nH]n1
molecular weight: 116.14 g mol⁻¹



*c*
The following is a DFT calculation (ωB97M-V/def2-TZVPD) of a single C3H4N2OS molecule.

Structure (XYZ):
```
11
Properties=species:S:1:pos:R:3:nbo_charge:R:1
C -0.092 -1.440 -0.650 0.381
N -0.232 -1.633 0.648 -0.360
N 0.071 -0.740 1.679 -0.264
C -0.479 0.482 1.708 -0.114
S -0.728 1.433 0.219 0.243
C 0.303 0.926 -1.041 -0.287
O 0.189 -0.490 -1.511 -0.481
H 0.112 -2.544 -1.074 0.199
H -0.623 1.276 2.625 0.233
H 0.127 1.556 -1.869 0.235
H 1.353 1.173 -0.733 0.215
```

## Properties
highest occupied orbital energy: -8.9228 eV
HOMO-LUMO gap: 9.0 eV
SMILES: C1=NN=CSCO1
molecular weight: 116.14 g mol⁻¹



*d*
The following is a DFT calculation (ωB97M-V/def2-TZVPD) of a single C3H4N2OS molecule.

Structure (XYZ):
```
11
Properties=species:S:1:pos:R:3:nbo_charge:R:1
O 2.398 -0.629 -0.022 -0.651
C 1.236 -0.073 -0.115 0.462
C -0.010 -0.829 0.075 -0.443
C -0.976 0.122 0.125 0.084
S -2.813 -0.053 -0.092 0.015
N -0.339 1.258 0.062 -0.396
N 1.073 1.228 -0.102 -0.348
H 3.151 0.069 -0.152 0.497
H -0.248 -1.935 0.009 0.232
H -2.718 -1.362 0.057 0.140
H -0.754 2.203 0.157 0.406
```

## Properties
highest occupied orbital energy: -8.7832 eV
HOMO-LUMO gap: 9.5 eV
SMILES: Oc1cc(S)[nH]n1
molecular weight: 116.14 g mol⁻¹



Most stable: *d*